The following is a quantum chemistry calculation of a gas-phase ion, C7H13N2O2 (charge +1) at a distorted geometry, from the Open Molecules 2025 dataset.

Calculated values
E_LUMO, eV: -2.834
Gap between HOMO and LUMO, eV: 10.45
ΔE to the lowest compared entry with this formula, charge and spin, kJ/mol: 487.9
Molecular weight, g/mol: 157.2
E, hartree: -534.09755
Net charge: +1

The geometry in XYZ format:
```
24
Properties=species:S:1:pos:R:3:lowdin_charge:R:1
C 2.3249 0.8854 -2.4066 -0.004
O 0.9521 0.4481 -2.3774 -0.030
N 0.5605 0.2116 -1.0645 -0.018
C 1.0703 -0.7681 -0.3589 -0.006
N 0.4475 -0.8164 0.7993 -0.006
O 0.7896 -1.5704 1.9162 -0.031
C 1.5306 -2.7820 1.5814 0.014
C -0.5724 0.1193 0.8588 -0.122
C -1.6176 0.3088 1.8588 -0.006
C -0.6092 0.7116 -0.4223 -0.099
C -1.5198 1.7027 -1.0062 -0.005
H 2.6552 0.6445 -3.3608 0.085
H 3.0547 0.4059 -1.6597 0.127
H 2.3072 1.8821 -2.2338 0.062
H 1.9894 -1.2466 -0.5660 0.157
H 1.6176 -3.2222 2.5213 0.091
H 2.4278 -2.4821 1.2518 0.046
H 0.9705 -3.4361 0.8512 0.138
H -1.7256 -0.4379 2.7250 0.129
H -1.5359 1.2462 2.4015 0.098
H -2.6163 0.4303 1.5606 0.073
H -2.0687 2.3250 -0.4043 0.049
H -1.0525 2.4613 -1.7584 0.132
H -2.3364 1.3185 -1.7029 0.125
```

The following is a quantum chemistry calculation of 2 unconnected molecules or ions with the total composition C4H12O4 at a distorted geometry, from the Open Molecules 2025 dataset.

Calculated values
E_LUMO, eV: 0.817
Gap between HOMO and LUMO, eV: 10.75
ΔE to the lowest compared entry with this formula, charge and spin, kJ/mol: 570.9
Molecular weight, g/mol: 124.1
E, hartree: -460.36520
Net charge: 0

The geometry in XYZ format:
```
20
Properties=species:S:1:pos:R:3:lowdin_charge:R:1
C -1.2128 -1.7596 0.0359 -0.054
C -1.7017 -0.4902 -0.6635 -0.491
C -1.9257 0.6333 0.3469 -0.051
O -0.7946 -0.0835 -1.6666 -0.053
H -1.9598 -2.1144 0.7407 0.075
H -0.2869 -1.5610 0.5750 0.067
H -1.0232 -2.5380 -0.7045 0.080
H -2.6350 -0.7051 -1.1960 0.137
H -2.6353 0.3164 1.1133 0.081
H -2.3179 1.5084 -0.1594 0.079
H -0.9940 0.8890 0.8282 0.053
H 0.0057 0.1982 -1.2054 0.046
C 2.0298 1.3496 1.1662 -0.055
O 1.3799 0.4846 0.2565 -0.204
O 2.2261 -0.5204 -0.2228 -0.114
O 2.9437 -0.0658 -1.3227 0.011
H 2.8784 1.8494 0.6939 0.092
H 2.3678 0.8065 2.0514 0.095
H 1.2667 2.0774 1.4293 0.095
H 2.3888 -0.2747 -2.0965 0.111
```

The following is a quantum chemistry calculation of C3H4N2O2 in the gas phase at a distorted geometry, from the Open Molecules 2025 dataset.

Calculated values
E_LUMO, eV: 0.730
Gap between HOMO and LUMO, eV: 10.27
ΔE to the lowest compared entry with this formula, charge and spin, kJ/mol: 573.3
Molecular weight, g/mol: 100.1
E, hartree: -376.54542
Net charge: 0

The geometry in XYZ format:
```
11
Properties=species:S:1:pos:R:3:lowdin_charge:R:1
C 0.3502 -0.7768 -1.2340 -0.113
N -0.8338 -0.3328 -1.3399 0.085
O -1.5201 0.1404 -0.2160 -0.052
C -0.9575 0.6039 0.9479 -0.185
N 0.2319 0.8316 1.3108 0.054
O 1.3281 0.4859 0.5354 -0.118
C 1.2232 -0.8007 -0.0612 -0.169
H 0.7292 -1.1183 -2.1884 0.120
H -1.7333 0.9411 1.6059 0.127
H 0.8539 -1.4673 0.7066 0.136
H 2.2047 -1.0154 -0.3915 0.115
```

The following is a quantum chemistry calculation of 2 unconnected molecules or ions with the total composition CH7N2O at a distorted geometry, from the Open Molecules 2025 dataset.

Calculated values
E_LUMO (alpha / beta), eV: -10.923 / -16.125
Gap between HOMO and LUMO (alpha / beta), eV: 10.27 / 4.56
ΔE to the lowest compared entry with this formula, charge and spin, kJ/mol: 145.1
2S+1: 2
Molecular weight, g/mol: 63.1
E, hartree: -226.24094
Net charge: +2

The geometry in XYZ format:
```
11
Properties=species:S:1:pos:R:3:lowdin_spin:R:1
N 0.2704 0.4188 -0.7772 0.498
C 0.4687 -0.6113 0.0267 -0.021
N 1.5224 -1.3944 -0.1336 0.439
H 0.8000 0.5550 -1.6485 0.007
H -0.6266 0.9560 -0.7292 0.005
H -0.1960 -0.8456 0.8573 -0.005
H 1.7036 -2.1611 0.5313 0.006
H 2.1260 -1.3450 -0.9687 0.005
H -2.6188 0.9498 1.0023 0.001
H -1.6565 2.1453 1.1748 0.000
O -1.7932 1.3325 0.6647 0.065
```

What is the ΔE to the lowest compared entry with this formula, charge and spin in the fourth record? 145.1 kJ/mol